# 1
The following is a DFT calculation (ωB97M-V/def2-TZVPD) of 10 unconnected molecules or ions with the total composition C35H50O30 in a non-equilibrium geometry.

Atoms and positions in Å:
C (12.700, -1.456, -2.825)
C (11.450, -1.126, -2.037)
O (10.561, -2.132, -2.526)
C (11.146, -2.965, -3.391)
O (10.550, -3.666, -4.125)
O (12.364, -2.572, -3.599)
H (13.639, -1.495, -2.272)
H (13.076, -0.720, -3.536)
H (11.002, -0.180, -2.339)
H (11.722, -1.068, -0.983)
C (9.022, -7.028, -4.367)
C (9.982, -7.909, -4.920)
O (9.735, -9.085, -4.124)
C (8.478, -9.057, -3.614)
O (7.866, -10.079, -3.173)
O (7.925, -7.887, -3.948)
H (8.630, -6.491, -5.231)
H (9.374, -6.293, -3.644)
H (10.992, -7.559, -4.705)
H (9.875, -8.170, -5.973)
C (4.635, -8.456, 2.573)
C (4.463, -9.794, 3.075)
O (5.780, -10.316, 3.084)
C (6.574, -9.530, 2.410)
O (7.751, -9.698, 2.103)
O (6.040, -8.326, 2.229)
H (4.591, -7.727, 3.382)
H (3.944, -8.201, 1.769)
H (4.012, -10.520, 2.399)
H (3.936, -9.959, 4.015)
C (8.657, -0.602, 3.163)
C (9.741, 0.048, 4.061)
O (10.764, 0.302, 3.122)
C (10.619, -0.411, 1.978)
O (11.471, -0.405, 1.012)
O (9.350, -0.842, 1.935)
H (7.877, 0.127, 2.945)
H (8.258, -1.503, 3.631)
H (10.041, -0.618, 4.870)
H (9.604, 0.969, 4.628)
C (6.988, -4.624, 5.397)
C (6.680, -6.099, 5.050)
O (5.384, -6.293, 5.695)
C (5.170, -5.280, 6.556)
O (4.210, -5.153, 7.336)
O (6.162, -4.420, 6.537)
H (6.528, -3.929, 4.694)
H (8.038, -4.333, 5.385)
H (7.522, -6.691, 5.410)
H (6.455, -5.960, 3.992)
C (7.251, -3.305, -7.071)
C (6.388, -2.950, -5.839)
C (5.594, -3.950, -5.019)
O (6.129, -3.849, -3.791)
C (7.039, -2.828, -3.610)
O (7.584, -2.340, -2.651)
O (7.391, -2.458, -4.882)
H (7.629, -2.340, -7.409)
H (6.569, -3.805, -7.758)
H (8.122, -3.919, -6.843)
H (5.717, -2.141, -6.129)
H (5.859, -4.897, -5.489)
H (4.513, -3.832, -5.098)
C (8.842, -6.898, -0.087)
C (9.328, -5.557, 0.293)
C (9.001, -4.416, -0.591)
O (8.027, -3.725, 0.217)
C (7.937, -4.127, 1.432)
O (7.405, -3.639, 2.409)
O (8.586, -5.360, 1.386)
H (9.454, -7.164, -0.949)
H (7.793, -6.970, -0.373)
H (9.140, -7.610, 0.682)
H (10.359, -5.595, 0.646)
H (8.520, -4.726, -1.519)
H (9.878, -3.768, -0.595)
C (2.880, -0.920, 0.475)
C (4.188, -1.343, 1.188)
C (5.585, -0.893, 0.678)
O (5.925, -0.284, 1.939)
C (5.204, -0.645, 3.042)
O (5.424, -0.308, 4.175)
O (4.048, -1.216, 2.550)
H (2.984, -0.632, -0.571)
H (2.475, -0.032, 0.961)
H (2.208, -1.777, 0.520)
H (4.080, -2.427, 1.191)
H (5.623, -0.183, -0.149)
H (6.244, -1.721, 0.420)
C (11.934, -3.883, 2.377)
C (13.342, -3.684, 2.922)
C (13.282, -2.857, 4.209)
O (14.084, -3.580, 5.205)
C (14.295, -4.845, 4.763)
O (14.668, -5.830, 5.372)
O (13.850, -4.893, 3.497)
H (11.390, -4.575, 3.020)
H (12.016, -4.421, 1.432)
H (11.329, -3.006, 2.148)
H (14.019, -3.224, 2.203)
H (12.302, -2.802, 4.683)
H (13.634, -1.844, 4.015)
C (12.274, -8.798, -2.066)
C (11.299, -9.828, -1.550)
C (11.483, -11.225, -2.057)
O (11.563, -11.991, -0.917)
C (11.439, -11.269, 0.236)
O (11.671, -11.706, 1.316)
O (11.370, -9.990, -0.172)
H (13.342, -9.013, -2.112)
H (12.186, -7.898, -1.458)
H (11.950, -8.609, -3.089)
H (10.263, -9.688, -1.857)
H (12.421, -11.197, -2.610)
H (10.759, -11.468, -2.835)

Properties
2S+1	2
F_max	7.636	eV/Å
HOMO level (spin up / spin down)	-11.723 / -11.723	eV
charge	+1
electronic energy	-98514.9064	eV
<S²>	0.755
frontier orbital gap (spin up / spin down)	8.31 / 1.35	eV

***

# 2
The following is a DFT calculation (ωB97M-V/def2-TZVPD) of 6 unconnected molecules or ions with the total composition C35H51BN3O20PS in a non-equilibrium geometry.

Atoms and positions in Å:
C (5.651, -3.577, 1.410)
C (4.913, -3.480, 0.073)
C (3.542, -2.816, 0.180)
O (3.466, -1.939, 1.299)
C (3.004, -0.651, 0.984)
C (1.501, -0.561, 0.835)
C (0.710, -1.637, 1.172)
C (-0.696, -1.572, 1.106)
N (-1.435, -2.653, 1.493)
C (-2.731, -2.493, 1.445)
C (-3.603, -3.665, 1.854)
O (-2.872, -4.832, 2.130)
C (-2.524, -5.532, 0.957)
C (-3.673, -6.383, 0.414)
C (-3.355, -1.268, 1.044)
B (-4.919, -0.983, 0.924)
O (-5.301, 0.314, 1.234)
N (-5.883, -1.984, 0.464)
C (-6.740, -1.491, -0.614)
C (-6.691, -2.343, 1.653)
N (-2.632, -0.242, 0.674)
C (-1.285, -0.386, 0.669)
C (-0.479, 0.716, 0.272)
P (-1.351, 2.184, -0.387)
S (-2.584, 1.807, -1.871)
C (0.900, 0.655, 0.369)
C (1.843, 1.778, 0.019)
O (2.472, 1.527, -1.246)
C (1.593, 1.732, -2.293)
C (1.058, 0.533, -2.976)
O (1.321, 2.838, -2.608)
H (4.983, -3.745, 2.244)
H (6.355, -4.404, 1.362)
H (6.251, -2.690, 1.572)
H (5.521, -2.955, -0.657)
H (4.761, -4.487, -0.303)
H (3.290, -2.305, -0.743)
H (2.789, -3.598, 0.297)
H (3.484, -0.303, 0.068)
H (3.335, 0.000, 1.791)
H (1.185, -2.536, 1.525)
H (-4.276, -3.854, 1.017)
H (-4.186, -3.400, 2.728)
H (-1.693, -6.175, 1.232)
H (-2.132, -4.860, 0.196)
H (-4.572, -6.299, 1.008)
H (-3.396, -7.428, 0.338)
H (-3.933, -6.075, -0.597)
H (-5.430, 0.806, 0.412)
H (-6.155, -1.052, -1.417)
H (-7.278, -2.330, -1.052)
H (-7.500, -0.788, -0.268)
H (-7.566, -1.704, 1.745)
H (-6.105, -2.167, 2.559)
H (-6.950, -3.397, 1.648)
H (-0.384, 3.060, -0.879)
H (-1.948, 2.852, 0.693)
H (2.640, 1.807, 0.752)
H (1.383, 2.759, 0.016)
H (1.336, -0.382, -2.469)
H (-0.016, 0.630, -3.084)
H (1.493, 0.524, -3.973)
O (7.933, 5.069, -1.123)
C (6.824, 4.652, -1.195)
O (6.119, 4.153, -0.150)
C (4.759, 3.984, -0.575)
C (4.895, 3.856, -2.073)
O (6.083, 4.619, -2.329)
H (4.321, 3.104, -0.113)
H (4.186, 4.865, -0.284)
H (5.056, 2.825, -2.391)
H (4.045, 4.268, -2.610)
O (-7.262, -6.466, 1.139)
C (-7.114, -7.487, 1.724)
O (-8.055, -8.451, 1.849)
C (-7.439, -9.611, 2.417)
C (-6.245, -9.019, 3.139)
O (-5.973, -7.847, 2.363)
H (-8.132, -10.122, 3.079)
H (-7.147, -10.285, 1.610)
H (-6.481, -8.717, 4.160)
H (-5.379, -9.674, 3.149)
O (0.555, 5.575, -1.302)
C (1.372, 6.425, -1.424)
O (1.176, 7.608, -2.046)
C (2.322, 8.438, -1.804)
C (3.400, 7.426, -1.511)
O (2.651, 6.332, -0.963)
H (2.539, 9.053, -2.672)
H (2.115, 9.086, -0.952)
H (3.914, 7.085, -2.412)
H (4.135, 7.788, -0.797)
O (2.529, -2.680, -3.148)
C (1.403, -3.061, -3.161)
O (0.717, -3.465, -2.067)
C (-0.662, -3.610, -2.430)
C (-0.575, -3.827, -3.927)
O (0.630, -3.130, -4.266)
H (-1.108, -4.445, -1.898)
H (-1.191, -2.691, -2.168)
H (-0.458, -4.879, -4.192)
H (-1.419, -3.412, -4.472)
O (3.029, 11.884, -0.365)
C (3.568, 11.391, 0.569)
O (3.749, 11.987, 1.768)
C (4.221, 11.004, 2.696)
C (4.848, 9.972, 1.781)
O (4.089, 10.136, 0.576)
H (4.927, 11.448, 3.392)
H (3.369, 10.608, 3.251)
H (5.897, 10.183, 1.566)
H (4.756, 8.955, 2.153)

Properties
F_max	1.456	eV/Å
SMILES string	CCCOCc1cc2nc(COCC)c(B(O)N(C)C)nc2c([PH2]=S)c1COC(C)=O.O=C1OCCO1.O=C1OCCO1.O=C1OCCO1.O=C1OCCO1.O=C1OCCO1
HOMO level	-8.108	eV
electronic energy	-103343.6323	eV
frontier orbital gap	7.56	eV

***

# 3
The following is a DFT calculation (ωB97M-V/def2-TZVPD) of 4 unconnected molecules or ions with the total composition C35H51Cl4FN3O8S2 in a non-equilibrium geometry.

Atoms and positions in Å:
C (4.366, 0.106, 0.433)
C (4.263, -1.546, 0.305)
C (2.787, -2.061, -0.213)
C (2.599, -1.983, -1.859)
C (1.158, -2.684, -2.206)
C (0.196, -1.825, -3.218)
C (-0.131, -0.337, -2.572)
C (-1.596, -0.355, -1.763)
N (-1.783, 0.824, -0.837)
C (-2.042, 0.641, 0.633)
S (-0.263, 0.756, 1.329)
C (-2.525, -0.760, 1.285)
C (-4.030, -1.273, 0.936)
C (-4.131, -2.291, -0.371)
O (-5.050, -0.227, 0.780)
C (-2.734, 2.078, 1.139)
N (-3.675, 2.048, 2.320)
C (-3.053, 2.623, 3.436)
S (-2.690, 3.710, 4.737)
C (-3.046, 3.111, -0.130)
N (-2.082, 4.232, 0.186)
C (-2.612, 5.158, 1.048)
O (-3.172, 6.013, 1.920)
C (-4.579, 3.571, -0.448)
Cl (-6.135, 2.809, 0.309)
C (-4.892, 4.697, -1.419)
C (-3.783, 5.600, -2.204)
Cl (-6.692, 5.158, -1.780)
C (-2.634, 2.018, -1.333)
F (-3.932, 1.339, -1.505)
C (-1.778, 2.623, -2.576)
Cl (-0.119, 3.512, -2.345)
C (-2.191, 2.601, -4.037)
C (-1.241, 3.284, -5.233)
Cl (-3.785, 1.865, -4.594)
H (3.771, 0.426, 1.400)
H (3.957, 0.577, -0.561)
H (5.516, 0.347, 0.626)
H (5.124, -1.979, -0.359)
H (4.375, -1.955, 1.421)
H (2.678, -3.197, 0.072)
H (1.961, -1.471, 0.377)
H (3.502, -2.543, -2.398)
H (2.688, -0.856, -2.165)
H (0.527, -2.882, -1.221)
H (1.383, -3.728, -2.688)
H (-0.848, -2.383, -3.341)
H (0.649, -1.676, -4.305)
H (0.739, 0.109, -1.929)
H (-0.314, 0.380, -3.503)
H (-1.642, -1.409, -1.260)
H (-2.409, -0.378, -2.638)
H (-0.798, 1.230, -0.830)
H (-0.349, 0.486, 2.725)
H (-1.773, -1.610, 0.931)
H (-2.412, -0.702, 2.463)
H (-4.384, -1.937, 1.864)
H (-3.108, -2.872, -0.568)
H (-4.903, -3.147, -0.063)
H (-4.569, -1.787, -1.332)
H (-5.924, -0.618, 0.423)
H (-1.771, 2.574, 1.644)
H (-4.204, 5.805, -3.293)
H (-3.774, 6.668, -1.671)
H (-2.684, 5.217, -2.176)
H (-0.209, 2.721, -5.358)
H (-1.859, 3.373, -6.224)
H (-1.023, 4.406, -4.888)
O (4.391, 3.414, 4.484)
C (3.276, 3.896, 4.370)
O (2.119, 3.172, 4.376)
C (1.020, 4.042, 4.112)
C (1.505, 5.419, 4.483)
C (2.976, 5.349, 4.159)
H (0.760, 3.965, 3.051)
H (0.157, 3.738, 4.711)
H (0.978, 6.218, 3.954)
H (1.374, 5.581, 5.559)
H (3.176, 5.607, 3.115)
H (3.565, 5.976, 4.833)
O (-2.075, -5.873, -0.523)
C (-3.119, -6.250, -0.018)
O (-4.323, -5.625, -0.182)
C (-5.299, -6.270, 0.635)
C (-4.756, -7.652, 0.888)
C (-3.266, -7.424, 0.901)
H (-5.418, -5.694, 1.559)
H (-6.258, -6.299, 0.109)
H (-5.138, -8.103, 1.808)
H (-5.020, -8.313, 0.053)
H (-2.905, -7.147, 1.896)
H (-2.724, -8.293, 0.520)
O (7.028, -3.827, -0.384)
C (7.937, -3.069, -0.089)
O (8.506, -2.994, 1.150)
C (9.457, -1.930, 1.166)
C (9.832, -1.711, -0.277)
C (8.559, -2.059, -1.006)
H (8.986, -1.047, 1.611)
H (10.321, -2.216, 1.773)
H (10.190, -0.698, -0.479)
H (10.624, -2.414, -0.565)
H (7.892, -1.197, -1.094)
H (8.765, -2.492, -1.987)

Properties
F_max	11.368	eV/Å
HOMO level	-11.521	eV
charge	+1
electronic energy	-132426.7364	eV
frontier orbital gap	8.11	eV

***

- electronic energy of number 3 (C35H51Cl4FN3O8S2)?
  -132426.7364 eV

***

- F_max of number 2 (C35H51BN3O20PS)?
  1.456 eV/Å

***

- Among the records above, which one has the highest electronic energy?
  C35H50O30

***

- F_max of number 2 (C35H51BN3O20PS)?
  1.456 eV/Å